Entry 1:
Computed, not measured: one molecule with the formula C2HF4P, with ωB97M-V/def2-TZVPD.

Each line ends with the Mulliken charge.
Element x y z (Å)
C -0.20300 -0.55558 -0.05520  -0.479
C 1.04171 -1.35694 -0.07708  0.856
F -3.37756 -0.88329 -0.03225  -0.360
F 0.90636 -2.52106 -0.73045  -0.241
F 1.47674 -1.66782 1.15987  -0.217
F 2.03992 -0.68679 -0.66932  -0.244
P -1.66179 -1.51387 -0.11042  0.334
H -0.08104 0.51183 0.04626  0.352

## Properties
largest force on an atom: 0.0771 hartree/bohr
HOMO level: -10.9 eV
calculated total energy: -817.59092 a.u.
structure (SMILES): F/P=C/C(F)(F)F

=====

Entry 2:
Computed, not measured: a 2-piece molecular cluster, C2H6O2 overall, with ωB97M-V/def2-TZVPD.

Each line ends with the Mulliken charge.
Element x y z (Å)
O -0.37653 0.72798 1.12616  -0.521
C -0.10064 1.17915 -0.04073  0.010
C -0.90656 0.90020 -1.37872  -0.647
H 0.82863 1.65216 -0.01720  0.404
H -1.16837 -0.14207 -1.32097  0.246
H -1.83747 1.57733 -1.20947  0.249
H -0.22326 1.12216 -2.22038  0.264
H 0.56718 -1.72385 0.81853  0.312
H 1.43725 -3.04534 0.75314  0.306
O 1.18145 -2.21754 0.33798  -0.623

## Properties
largest force on an atom: 0.1048 hartree/bohr
HOMO level: -10.0 eV
calculated total energy: -230.23609 a.u.
structure (SMILES): CC=O.O